1.
{"formula": "C13H15IN4O2", "method": "wB97M-V/def2-TZVPD", "species": ["N", "C", "N", "N", "C", "C", "C", "C", "C", "C", "C", "C", "C", "C", "C", "O", "N", "I", "C", "O", "H", "H", "H", "H", "H", "H", "H", "H", "H", "H", "H", "H", "H", "H", "H"], "positions_angstrom": [[0.22, -3.09, 0.69], [1.27, -2.65, 0.00], [1.29, -3.03, -1.44], [2.37, -1.87, 0.61], [1.89, -0.59, 1.23], [2.71, 0.67, 0.64], [1.95, 2.08, 0.80], [1.21, 2.53, -0.58], [-0.13, 1.62, -0.65], [-0.02, 0.24, -1.37], [-1.25, -0.69, -1.43], [-2.55, -0.21, -0.75], [-2.66, 1.17, -0.05], [-1.45, 2.12, 0.02], [-4.15, 1.26, 0.52], [-4.79, 2.28, 0.81], [-4.54, -0.18, 0.58], [-3.98, -0.82, 2.45], [-3.98, -0.88, -0.59], [-4.47, -1.76, -1.33], [0.32, -2.80, 1.67], [1.78, -3.94, -1.50], [1.78, -2.31, -1.99], [3.00, -1.61, -0.16], [2.13, -0.66, 2.36], [0.75, -0.46, 1.17], [3.69, 0.76, 1.26], [2.92, 0.52, -0.48], [1.08, 1.95, 1.56], [2.61, 2.93, 1.17], [0.86, 3.63, -0.54], [1.88, 2.38, -1.49], [0.99, -0.02, -1.82], [-1.21, -1.72, -1.92], [-1.54, 3.12, 0.55]], "de_lowest_kcal_mol": 90.3, "orbital_gap_ev": 7.999}

2.
{"formula": "C27H54BFO16PS5", "method": "wB97M-V/def2-TZVPD", "species": ["C", "C", "O", "O", "C", "C", "C", "C", "F", "O", "B", "O", "C", "P", "O", "O", "H", "H", "H", "H", "H", "H", "H", "H", "H", "H", "H", "H", "H", "H", "C", "C", "C", "S", "O", "O", "C", "H", "H", "H", "H", "H", "H", "H", "H", "C", "C", "C", "S", "O", "O", "C", "H", "H", "H", "H", "H", "H", "H", "H", "C", "C", "C", "S", "O", "O", "C", "H", "H", "H", "H", "H", "H", "H", "H", "C", "C", "C", "S", "O", "O", "C", "H", "H", "H", "H", "H", "H", "H", "H", "C", "C", "C", "S", "O", "O", "C", "H", "H", "H", "H", "H", "H", "H", "H"], "positions_angstrom": [[8.71, 0.30, 0.04], [8.76, 1.20, -1.36], [8.96, 0.53, -2.49], [8.53, 2.65, -1.22], [7.71, 3.19, -2.32], [6.07, 2.97, -2.10], [5.31, 3.88, -0.95], [6.21, 4.20, 0.38], [7.33, 5.17, 0.13], [5.56, 3.62, -3.35], [5.28, 2.63, -4.44], [4.74, 1.47, -3.69], [5.54, 1.45, -2.42], [4.34, 0.56, -1.24], [5.06, 0.16, 0.30], [2.81, 1.37, -1.08], [9.49, 0.78, 0.78], [8.92, -0.83, -0.19], [7.65, 0.51, 0.51], [7.87, 4.37, -2.32], [8.08, 2.82, -3.37], [5.08, 4.93, -1.47], [4.28, 3.47, -0.59], [6.60, 3.22, 0.94], [5.50, 4.75, 1.16], [4.73, 3.00, -5.41], [6.39, 2.27, -4.71], [6.35, 0.63, -2.66], [5.42, 0.96, 0.78], [2.43, 1.16, -0.16], [0.51, -0.96, 4.03], [1.94, -1.25, 3.59], [1.98, -1.19, 2.07], [0.67, -0.07, 1.58], [-0.34, -0.83, 0.86], [1.25, 1.14, 1.05], [0.06, 0.25, 3.22], [0.44, -0.77, 5.11], [-0.13, -1.82, 3.80], [2.61, -0.48, 4.00], [2.29, -2.21, 3.96], [2.93, -0.81, 1.70], [1.77, -2.17, 1.63], [-1.02, 0.38, 3.20], [0.54, 1.16, 3.58], [-1.47, 2.47, -2.66], [-1.38, 1.38, -1.59], [-2.49, 1.64, -0.58], [-3.80, 2.47, -1.47], [-3.93, 3.81, -0.94], [-4.93, 1.57, -1.61], [-2.94, 2.56, -3.03], [-0.85, 2.24, -3.53], [-1.13, 3.43, -2.25], [-1.52, 0.40, -2.06], [-0.40, 1.37, -1.11], [-2.87, 0.70, -0.16], [-2.16, 2.30, 0.23], [-3.20, 3.48, -3.55], [-3.25, 1.70, -3.63], [-7.37, -0.32, -3.15], [-8.82, -0.31, -2.67], [-9.46, -1.61, -3.13], [-8.14, -2.81, -3.23], [-7.97, -3.20, -4.62], [-8.30, -3.79, -2.17], [-6.83, -1.69, -2.79], [-6.78, 0.48, -2.68], [-7.33, -0.17, -4.23], [-8.84, -0.25, -1.58], [-9.36, 0.56, -3.06], [-10.22, -1.96, -2.42], [-9.91, -1.51, -4.12], [-5.92, -1.96, -3.33], [-6.66, -1.78, -1.71], [10.69, -0.40, 5.31], [10.59, -1.38, 4.14], [9.11, -1.55, 3.80], [8.30, -0.04, 4.30], [7.40, -0.33, 5.39], [7.88, 0.69, 3.12], [9.76, 0.75, 4.96], [11.71, -0.06, 5.47], [10.34, -0.90, 6.23], [11.12, -0.96, 3.27], [11.06, -2.34, 4.37], [8.95, -1.71, 2.73], [8.66, -2.37, 4.37], [9.49, 1.36, 5.83], [10.19, 1.38, 4.18], [-13.34, -4.39, 1.44], [-11.91, -4.68, 1.00], [-11.88, -4.62, -0.53], [-13.18, -3.51, -1.02], [-14.19, -4.26, -1.74], [-12.60, -2.29, -1.54], [-13.79, -3.18, 0.63], [-13.41, -4.20, 2.51], [-13.98, -5.25, 1.21], [-11.24, -3.91, 1.41], [-11.56, -5.65, 1.37], [-10.92, -4.24, -0.90], [-12.08, -5.60, -0.97], [-14.87, -3.06, 0.61], [-13.31, -2.27, 0.99]], "charge": -1, "orbital_gap_ev": 5.621}

3.
{"formula": "C51H69N8O3P4Se2Si2V", "method": "wB97M-V/def2-TZVPD", "species": ["V", "C", "N", "C", "P", "O", "O", "P", "O", "N", "C", "C", "N", "C", "C", "N", "C", "C", "H", "H", "H", "H", "H", "H", "H", "H", "H", "H", "H", "H", "H", "H", "H", "H", "H", "H", "H", "H", "H", "H", "H", "H", "Se", "P", "C", "C", "C", "C", "C", "C", "C", "C", "C", "C", "C", "C", "C", "C", "N", "N", "N", "P", "Se", "C", "C", "C", "C", "C", "C", "C", "C", "C", "C", "C", "C", "H", "H", "H", "H", "H", "H", "H", "H", "H", "H", "H", "H", "H", "H", "H", "H", "H", "H", "H", "H", "C", "Si", "C", "C", "C", "C", "C", "C", "C", "H", "H", "H", "H", "H", "H", "H", "H", "H", "H", "H", "C", "Si", "C", "C", "N", "C", "C", "C", "C", "C", "C", "H", "H", "H", "H", "H", "H", "H", "H", "H", "H", "H", "H", "H", "H"], "positions_angstrom": [[0.02, 0.84, 0.05], [-1.86, -5.17, -2.02], [-1.38, -4.30, -0.96], [-2.00, -4.56, 0.33], [-0.91, -2.75, -1.31], [-0.33, -2.06, -0.16], [-2.28, -2.04, -1.82], [-2.71, -0.48, -1.69], [-1.60, 0.39, -1.22], [-3.24, -0.03, -3.19], [-4.19, -0.89, -3.87], [-2.37, 0.75, -4.06], [-4.07, -0.65, -0.78], [-3.92, -1.22, 0.56], [-5.21, 0.25, -0.92], [0.00, -2.75, -2.69], [1.34, -3.32, -2.57], [-0.56, -2.79, -4.04], [-1.69, -6.20, -1.73], [-1.31, -4.98, -2.94], [-2.93, -5.03, -2.21], [-1.74, -5.57, 0.66], [-3.09, -4.49, 0.28], [-1.65, -3.85, 1.08], [-4.69, -1.53, -3.15], [-3.69, -1.53, -4.62], [-4.93, -0.29, -4.39], [-1.62, 1.27, -3.47], [-2.96, 1.50, -4.59], [-1.86, 0.12, -4.79], [-3.05, -1.87, 0.60], [-4.81, -1.81, 0.80], [-3.80, -0.45, 1.32], [-5.15, 0.78, -1.87], [-5.26, 0.98, -0.11], [-6.13, -0.34, -0.90], [1.61, -3.40, -1.52], [2.07, -2.66, -3.06], [1.39, -4.31, -3.04], [-1.63, -2.61, -4.01], [-0.37, -3.76, -4.51], [-0.09, -2.02, -4.65], [-1.72, -4.28, 4.19], [-0.48, -2.67, 4.70], [-1.19, -1.43, 5.82], [-0.62, -0.16, 5.91], [-1.09, 0.75, 6.85], [-2.14, 0.40, 7.69], [-2.73, -0.85, 7.58], [-2.25, -1.77, 6.65], [0.96, -3.27, 5.67], [1.34, -2.66, 6.87], [2.34, -3.23, 7.64], [2.98, -4.39, 7.23], [2.58, -5.00, 6.05], [1.57, -4.46, 5.28], [-0.12, -1.62, 3.27], [0.83, -1.08, 2.40], [0.15, -0.15, 1.67], [-1.12, -0.15, 2.04], [-1.30, -1.01, 2.99], [2.51, -1.60, 1.95], [3.12, -1.06, 0.02], [2.49, -3.41, 2.11], [1.40, -4.12, 1.62], [1.43, -5.50, 1.59], [2.56, -6.18, 2.03], [3.66, -5.47, 2.49], [3.63, -4.08, 2.54], [3.66, -1.03, 3.25], [3.25, -1.03, 4.58], [4.12, -0.60, 5.57], [5.39, -0.15, 5.23], [5.79, -0.15, 3.90], [4.93, -0.59, 2.91], [0.19, 0.13, 5.25], [-0.63, 1.73, 6.92], [-2.49, 1.10, 8.43], [-3.55, -1.12, 8.22], [-2.70, -2.75, 6.55], [0.85, -1.76, 7.21], [2.62, -2.76, 8.58], [3.76, -4.83, 7.84], [3.05, -5.93, 5.74], [1.22, -4.96, 4.39], [0.53, -3.57, 1.26], [0.57, -6.05, 1.24], [2.59, -7.26, 2.02], [4.55, -5.99, 2.82], [4.48, -3.53, 2.90], [2.26, -1.37, 4.83], [3.79, -0.60, 6.60], [6.06, 0.20, 6.00], [6.78, 0.21, 3.64], [5.22, -0.57, 1.86], [-0.76, 3.87, 2.23], [-1.37, 2.72, 0.83], [-3.13, 2.28, 1.47], [-1.80, 3.89, -0.64], [-2.75, 3.50, -1.59], [-3.12, 4.33, -2.63], [-2.56, 5.59, -2.75], [-1.61, 6.00, -1.82], [-1.24, 5.16, -0.79], [-1.46, 4.70, 2.37], [0.23, 4.29, 2.06], [-0.72, 3.31, 3.17], [-3.75, 3.18, 1.54], [-3.07, 1.83, 2.46], [-3.63, 1.57, 0.81], [-3.21, 2.52, -1.50], [-3.88, 4.01, -3.33], [-2.85, 6.25, -3.56], [-1.18, 7.00, -1.90], [-0.51, 5.50, -0.06], [2.54, 4.83, 0.65], [2.65, 2.92, 0.60], [4.37, 2.54, -0.10], [2.42, 2.39, 2.39], [1.45, 2.04, -0.31], [1.33, 2.26, -1.68], [1.20, 1.18, -2.57], [1.04, 1.41, -3.93], [1.00, 2.69, -4.45], [1.16, 3.77, -3.58], [1.33, 3.56, -2.23], [2.89, 5.18, 1.62], [1.53, 5.20, 0.50], [3.18, 5.28, -0.11], [5.16, 2.78, 0.62], [4.54, 3.13, -1.00], [4.46, 1.49, -0.37], [3.25, 2.72, 3.02], [2.38, 1.31, 2.44], [1.49, 2.77, 2.82], [1.29, 0.17, -2.19], [0.96, 0.56, -4.61], [0.86, 2.85, -5.51], [1.15, 4.78, -3.97], [1.47, 4.40, -1.56]], "s2": 2.042, "de_lowest_kcal_mol": 0.0, "multiplicity": 3, "orbital_gap_ev": [7.452, 7.283]}

4.
{"formula": "C4H8O", "method": "wB97M-V/def2-TZVPD", "species": ["C", "O", "C", "C", "C", "H", "H", "H", "H", "H", "H", "H", "H"], "positions_angstrom": [[-1.14, -0.24, -1.26], [0.03, 0.53, -1.43], [0.65, 0.68, -0.20], [-0.07, 0.23, 1.18], [1.19, -0.38, 0.66], [-0.90, -1.31, -1.26], [-1.84, 0.00, -2.05], [-1.48, 0.04, -0.25], [1.28, 1.58, -0.29], [-0.07, 0.94, 1.99], [-0.85, -0.53, 1.39], [2.09, -0.13, 1.21], [1.12, -1.41, 0.31]], "de_lowest_kcal_mol": 58.8, "orbital_gap_ev": 10.312, "smiles": "COC1CC1"}

| no. | electronic energy (eV) |
| --- | --- |
| 1 | -31873.9753 |
| 2 | -128490.1449 |
| 3 | -281370.0081 |
| 4 | -6322.6185 |